This record from OMol25 describes a molecular structure, C11H14Cl2N2O4S. The level of theory is the ωB97M-V functional and the def2-TZVPD basis.

The calculation puts the energy relative to the best compared isomer or geometry (same formula, charge and spin) at 0.00 kcal/mol. The electronic energy comes out at -58684.487 eV. Its orbital gap is 9.666 eV. As for the net charge: 0.

The geometry in XYZ format:
```
34
C11H14Cl2N2O4S, DFT the ωB97M-V functional and the def2-TZVPD basis
C -0.79103 1.12652 3.31876
C 0.27995 0.10874 2.94854
C 0.23817 -0.28604 1.47136
H 0.99034 -1.06016 1.26510
C 0.48209 0.91642 0.53741
O -0.41231 1.66793 0.21970
N 1.77148 1.07652 0.17379
H 2.41313 0.30654 0.29303
C 2.12056 1.95608 -0.92145
C 2.16630 1.15325 -2.22119
O 3.19568 0.19352 -2.09829
C 3.14801 -0.79201 -3.09903
H 2.20005 -1.34146 -3.06212
H 3.97485 -1.47230 -2.90454
H 3.26522 -0.35136 -4.09641
H 2.35689 1.81527 -3.07900
H 1.19955 0.65098 -2.36792
H 3.09844 2.39819 -0.72107
H 1.35773 2.73278 -0.98500
O -1.04919 -0.82641 1.16460
C -1.20166 -1.19524 -0.10251
O -0.32546 -1.17197 -0.92773
C -2.58958 -1.66132 -0.37137
N -2.78754 -2.63540 -1.22711
S -4.35410 -2.98596 -1.41421
C -4.87668 -1.76739 -0.30381
C -3.77042 -1.11709 0.19970
Cl -3.84926 0.17602 1.30051
Cl -6.50081 -1.46221 0.07694
H 0.14890 -0.79480 3.54767
H 1.27325 0.51483 3.15098
H -0.67747 1.42417 4.35818
H -0.71698 2.00927 2.68997
H -1.77811 0.69409 3.18649
```

Löwdin atomic charge list, values in e, 5 entries: number 1, C, carries -0.085; number 2, C, carries -0.166; number 3, C, carries -0.219; number 4, H, carries 0.157; number 5, C, carries -0.468



This record from OMol25 describes a molecular structure, C11H14IMgN2O3 at a distorted geometry. The level of theory is the ωB97M-V functional and the def2-TZVPD basis.

The electronic energy comes out at -34289.082 eV. Its orbital gap is 3.362 eV. As for the net charge: +1.

The geometry in XYZ format:
```
32
C11H14IMgN2O3, DFT the ωB97M-V functional and the def2-TZVPD basis
C -1.20888 1.69709 1.30956
C -0.94538 0.38859 1.34710
N 0.29462 -0.06499 0.80803
C 1.30555 -0.15823 1.75212
C 0.86228 -0.85087 3.04479
O 0.49599 -0.17848 4.00961
I 0.77611 -2.90543 3.18992
C 0.32427 -1.00801 -0.31706
C -1.07259 -1.53411 -0.58111
C -1.81975 -1.29350 -1.65611
C 0.87135 -0.24517 -1.55643
C 0.42713 1.18643 -1.67015
C -0.73373 1.58329 -2.53883
N 1.09976 2.05354 -1.02703
C 1.26347 -2.22565 -0.09649
O 2.48525 -2.01644 -0.04941
O 0.66407 -3.30729 0.01174
H -0.41236 2.37674 1.02975
H -2.18463 2.09648 1.52654
H -1.64067 -0.27054 1.84951
H 2.26730 -0.52190 1.38336
H 1.44697 0.94074 2.07333
H -1.47222 -2.20866 0.16483
H -1.40440 -1.18966 -2.64307
H -2.89128 -1.28533 -1.53587
H 1.94538 -0.21673 -1.40843
H 0.70543 -0.80393 -2.46859
H -1.68474 1.50702 -2.02412
H -0.60111 2.61207 -2.85806
H -0.73803 0.98470 -3.44245
H 0.71432 2.98210 -1.19486
Mg 0.86053 1.87612 3.56788
```

Löwdin atomic charge list, values in e, 5 entries: number 1, C, carries 0.046; number 2, C, carries -0.143; number 3, N, carries -0.042; number 4, C, carries -0.213; number 5, C, carries -0.822



This record from OMol25 describes 2 unconnected molecules or ions with the total composition C11H14IN3O2P at a distorted geometry. The level of theory is the ωB97M-V functional and the def2-TZVPD basis.

The electronic energy comes out at -37571.295 eV. Its orbital gap is 6.387 eV. As for the net charge: +1.

The geometry in XYZ format:
```
32
C11H14IN3O2P, DFT the ωB97M-V functional and the def2-TZVPD basis
O 3.71268 -1.97190 0.95325
P 2.08377 -1.37539 0.56829
I 1.23119 -0.23718 2.58331
C 2.42340 -0.10700 -0.87111
C 2.61735 1.50857 -0.53902
C 2.92524 2.49018 -1.84912
C 2.98216 1.87407 -3.36727
C 2.74843 0.25440 -3.69759
N 2.79580 -0.14335 -5.14507
C 2.57369 -1.62763 -5.23110
C 2.35086 -2.65875 -3.99160
N 2.30069 -2.20327 -2.56114
C 2.49096 -0.71900 -2.42124
H 4.28640 -1.72416 0.15363
H 2.54244 1.97188 0.55281
H 3.10424 3.64211 -1.71128
H 3.19182 2.59997 -4.29180
H 2.56467 -2.10121 -6.32735
H 2.21897 -3.80214 -4.21669
C -4.63742 0.89740 4.83175
C -3.56427 0.68320 3.81185
O -2.50235 1.27263 3.76403
N -3.66327 -0.36161 2.86214
C -3.71230 0.12340 1.46204
H -4.50520 1.87605 5.30124
H -5.61884 0.87038 4.35143
H -4.57440 0.11642 5.59335
H -4.43654 -0.98983 3.08526
H -2.75471 -0.83073 2.94920
H -4.64111 0.68204 1.32101
H -3.69763 -0.75671 0.81462
H -2.83674 0.74716 1.26218
```

Löwdin atomic charge list, values in e, 5 entries: number 1, O, carries -0.440; number 2, P, carries 0.458; number 3, I, carries 0.279; number 4, C, carries -0.345; number 5, C, carries -0.057



This record from OMol25 describes a molecular structure, C11H14MnN3O2S. The level of theory is the ωB97M-V functional and the def2-TZVPD basis.

The spin multiplicity is 2. The electronic energy comes out at -62347.712 eV. Its orbital gap (alpha / beta) is 6.995 / 7.502 eV. The expectation value of S² is 0.7873. As for the net charge: +1.

The geometry in XYZ format:
```
32
C11H14MnN3O2S, DFT the ωB97M-V functional and the def2-TZVPD basis
Mn 0.81357 -0.87288 -1.14592
N 4.32099 -1.38382 1.06101
C 3.06413 -1.28296 0.61377
S 2.72075 -1.84861 -1.02451
N 2.13287 -0.77900 1.36019
N 0.90620 -0.80260 0.72701
C -0.13584 -0.80104 1.50365
C -1.47047 -1.00164 1.05765
C -2.53734 -0.87100 1.96960
C -3.82135 -1.15369 1.58246
C -4.07128 -1.59839 0.27765
C -3.05052 -1.75151 -0.63396
C -1.74351 -1.45071 -0.25103
O -0.75918 -1.60767 -1.13777
H 5.03632 -1.81999 0.50824
H 4.52660 -1.12813 2.01264
H 0.06332 -0.70068 2.56641
H -2.32698 -0.54377 2.97992
H -4.63802 -1.04547 2.28167
H -5.08502 -1.83066 -0.02026
H -3.23404 -2.10108 -1.64015
C 1.04209 2.33410 -0.05095
C 1.25037 2.02947 -1.51665
C 0.35177 2.82888 -2.43590
O 0.98671 0.62399 -1.80295
H 1.22286 3.39681 0.11100
H 1.72935 1.77571 0.58338
H 0.01152 2.12366 0.24089
H 2.29932 2.15185 -1.79593
H -0.69496 2.69157 -2.16323
H 0.49375 2.53216 -3.47331
H 0.59600 3.88711 -2.34464
```

Löwdin atomic charge list, values in e, 5 entries: number 1, Mn, carries 0.648; number 2, N, carries 0.115; number 3, C, carries -0.759; number 4, S, carries 0.835; number 5, N, carries 0.032



This record from OMol25 describes a gas-phase ion, C11H14N (charge +1) at a distorted geometry. The level of theory is the ωB97M-V functional and the def2-TZVPD basis.

The calculation puts the energy relative to the best compared isomer or geometry (same formula, charge and spin) at 115.51 kcal/mol. As for the SMILES: C/C=[N+]1\C=CC=CC12C(C)=C2C. The electronic energy comes out at -13112.708 eV. Its orbital gap (alpha / beta) is 7.362 / 7.363 eV. As for the net charge: +1.

The geometry in XYZ format:
```
26
C11H14N, DFT the ωB97M-V functional and the def2-TZVPD basis
C -0.12699 2.77479 -1.86373
C -0.36648 1.44193 -1.29904
N 0.43183 0.77333 -0.53318
C 1.69894 1.25275 -0.19993
C 2.18923 1.23247 1.09140
C 1.46897 0.49968 2.07124
C 0.43208 -0.31680 1.70096
C -0.00471 -0.40093 0.32797
C -1.23404 -1.18663 0.03196
C -2.70390 -0.86946 0.00989
C -0.31065 -2.07312 0.18708
C 0.45564 -3.34764 0.01431
H -1.07010 3.23070 -1.95554
H 0.37277 2.53033 -2.77461
H 0.46856 3.46159 -1.22096
H -1.27798 0.92916 -1.52230
H 2.20778 1.95069 -0.83944
H 3.11196 1.60491 1.49239
H 1.80468 0.54630 3.02300
H -0.10299 -0.76611 2.45920
H -3.30650 -1.76175 -0.02293
H -2.80153 -0.34971 -0.92284
H -2.80422 -0.10151 0.70731
H 0.20586 -3.71394 -0.95822
H -0.12327 -4.05591 0.65050
H 1.38505 -3.28513 0.34549
```

Löwdin atomic charge list, values in e, 5 entries: number 1, C, carries -0.006; number 2, C, carries -0.029; number 3, N, carries 0.034; number 4, C, carries -0.049; number 5, C, carries -0.002



This record from OMol25 describes a gas-phase ion, C11H14N (charge +1) at a distorted geometry. The level of theory is the ωB97M-V functional and the def2-TZVPD basis.

The calculation puts the energy relative to the best compared isomer or geometry (same formula, charge and spin) at 105.44 kcal/mol. As for the SMILES: C[N+]12CCc3cccc(c31)CC2. The electronic energy comes out at -13113.145 eV. Its orbital gap is 8.944 eV. As for the net charge: +1.

The geometry in XYZ format:
```
26
C11H14N, DFT the ωB97M-V functional and the def2-TZVPD basis
C -2.08849 -0.68524 -0.88578
N -0.63942 -0.17034 -0.89455
C 0.24927 -1.39692 -1.24878
C 0.69759 -2.24454 0.03055
C 0.73784 -1.26934 1.18196
C 1.33913 -0.75203 2.23781
C 1.50760 0.62447 2.50685
C 0.94850 1.64990 1.79941
C 0.15140 1.44432 0.67609
C -0.24486 0.13384 0.46397
C -0.33035 2.21377 -0.42980
C -0.61164 1.17575 -1.58857
H -2.67877 0.09740 -0.28058
H -2.31355 -0.80568 -1.96049
H -2.06465 -1.73277 -0.42050
H 0.88687 -0.95764 -1.89603
H -0.33061 -2.07423 -1.91958
H 1.74843 -2.50640 -0.13974
H 0.18939 -3.23839 0.15268
H 2.15169 -1.24557 2.72536
H 1.91998 1.03995 3.36725
H 1.20955 2.66014 2.15322
H -1.28808 2.70431 -0.37465
H 0.39181 2.90702 -0.66605
H -1.56687 1.38283 -2.17333
H 0.02824 1.04541 -2.41675
```

Löwdin atomic charge list, values in e, 5 entries: number 1, C, carries 0.034; number 2, N, carries -0.249; number 3, C, carries -0.033; number 4, C, carries -0.078; number 5, C, carries 0.012